Entry 1:
The following is a quantum chemistry calculation of the ion C26H28FN2O with charge +1 in a non-equilibrium geometry, from OMol25.

Each line ends with the natural charge from an NBO analysis.
Geometry (Å):
1 F -2.14673 -3.12492 1.74719  -0.32
2 O -1.65853 3.40809 0.92097  -0.55
3 N 1.01485 1.40037 0.30436  -0.41
4 N 0.56826 3.65212 0.31372  -0.49
5 C 2.11947 2.93218 -1.43151  -0.65
6 C 0.58462 5.06730 0.03653  -0.42
7 C 2.88296 3.02807 0.92255  -0.66
8 C 0.00921 -3.60137 0.81603  -0.26
9 C 2.92528 -1.68033 3.85034  -0.20
10 C -3.37731 1.68959 -2.90626  -0.16
11 C -0.49824 3.02033 0.91814  0.68
12 C -2.37322 0.55886 -1.01641  -0.18
13 C -3.50993 0.93234 -1.73931  -0.19
14 C -0.96081 1.63265 -2.63625  -0.13
15 C -1.00539 -1.41236 0.57650  -0.31
16 C 2.64603 0.72450 3.81118  -0.21
17 C 1.65811 2.77586 0.00465  0.36
18 C 0.11776 -0.94765 -0.11488  0.03
19 C 1.15280 -3.08920 0.19487  -0.16
20 C 0.01003 1.66856 1.36361  -0.13
21 C 1.20023 -1.79686 -0.31767  -0.25
22 C -1.07324 -2.75151 0.95191  0.41
23 C 1.61900 -1.84276 3.38122  -0.22
24 C 1.39086 0.55445 3.20453  -0.08
25 C 0.55590 1.74693 2.76873  -0.43
26 C 0.83456 -0.72421 3.10797  -0.16
27 C -1.08849 0.93324 -1.42643  -0.13
28 C 3.41715 -0.39822 4.12520  -0.20
29 C 0.25671 0.45870 -0.76744  -0.05
30 C -2.09151 2.00573 -3.37068  -0.22
31 H -1.94400 2.59259 -4.28422  0.23
32 H 1.03589 0.39106 -1.57730  0.24
33 H -0.34039 5.51700 0.39577  0.26
34 H -0.21277 -0.83022 2.80833  0.20
35 H 3.01701 1.74112 3.99814  0.22
36 H 4.40094 -0.26339 4.57907  0.23
37 H -4.47466 0.65060 -1.31535  0.23
38 H 2.57444 3.92894 -1.54546  0.25
39 H 3.39628 3.94240 0.56551  0.25
40 H 0.04315 1.87460 -3.02300  0.19
41 H 1.76323 0.76763 0.58831  0.45
42 H 1.07796 2.71194 2.89730  0.22
43 H -1.77255 -0.77218 1.00386  0.23
44 H -2.56746 -0.01667 -0.11856  0.21
45 H 1.43740 5.53951 0.54718  0.21
46 H -0.37463 1.79355 3.36654  0.26
47 H 2.07617 -1.47693 -0.90387  0.22
48 H 2.03165 -3.71758 0.11832  0.23
49 H -0.05935 -4.60701 1.23734  0.26
50 H -4.26841 1.97421 -3.46563  0.23
51 H 0.62096 5.23700 -1.04450  0.21
52 H 1.26432 2.88501 -2.11251  0.23
53 H 2.86502 2.16052 -1.67370  0.23
54 H 3.51378 -2.56005 4.10544  0.23
55 H -0.76433 0.90059 1.28746  0.25
56 H 3.58946 2.17681 0.86118  0.23
57 H 1.20210 -2.83696 3.22241  0.22
58 H 2.63281 3.22224 1.97930  0.23

Cartesian forces (eV/Å) of the 6 atoms listed first:
1.22 0.30 -1.22
1.66 -0.26 0.83
-0.53 -0.53 -0.53
-1.14 -0.24 0.71
-0.18 -0.12 -0.28
0.12 0.26 -0.37

The value obtained for the HOMO energy is -12.12 eV. As for the charge: +1. The energy above the lowest of the compared OMol25 structures with the same formula, charge and spin is 0.000 eV. Its structure (SMILES) is CN1C(=O)[C@H](Cc2ccccc2)[N@@H+]([C@H](c2ccccc2)c2cccc(F)c2)C1(C)C. The value obtained for the electronic energy is -35155.0146 eV.

Entry 2:
The following is a quantum chemistry calculation of a structure of composition C26H28LaN2S2Si in a non-equilibrium geometry, from OMol25.

Each line ends with the natural charge from an NBO analysis.
Geometry (Å):
1 La 0.35093 -0.05854 0.44003  1.70
2 S -0.00812 -4.43733 2.73957  0.48
3 S 3.14084 1.02965 4.39395  0.52
4 Si 0.35641 5.04961 0.30035  1.37
5 N 0.15768 -2.03702 1.80304  -0.65
6 N 1.84759 0.14848 2.32941  -0.63
7 C 2.60495 1.17839 2.75082  0.12
8 C 1.49212 5.58823 -1.08059  -0.43
9 C 0.89741 -1.57854 -1.59821  -0.42
10 C -1.96226 5.88639 -0.98146  -0.17
11 C 1.72186 -0.42651 -1.75938  -0.40
12 C -1.54723 7.08665 1.09326  -0.20
13 C -1.36446 -3.50484 0.46654  -0.67
14 C -0.56287 3.36962 0.68184  -1.14
15 C -3.18297 6.56107 -1.13798  -0.22
16 C 2.59928 4.78430 -1.41104  -0.23
17 C -0.41785 -3.22925 1.57447  0.05
18 C 2.96521 2.31313 1.86052  -0.69
19 C -0.47179 0.20225 -2.12234  -0.39
20 C 0.97285 -2.04382 2.97197  0.07
21 C -2.75463 7.77431 0.92947  -0.20
22 C -1.14758 6.14734 0.13142  -0.53
23 C 0.96718 -3.26342 3.59666  -0.37
24 C 2.35580 -0.52642 4.49404  -0.40
25 C -0.45030 -1.19081 -1.83502  -0.40
26 C 0.87421 0.67792 -2.07997  -0.37
27 C -3.57812 7.50519 -0.17466  -0.20
28 C 1.29893 6.80319 -1.78013  -0.20
29 C 3.37733 5.09809 -2.53177  -0.21
30 C 3.09934 6.22874 -3.30125  -0.18
31 C 2.08277 7.09660 -2.90186  -0.21
32 C 1.70072 -0.84739 3.32632  0.10
33 H 3.88816 2.77971 2.23431  0.25
34 H -1.49428 3.92833 0.42215  0.29
35 H 2.80768 -0.41818 -1.69578  0.25
36 H 0.54146 7.52495 -1.44844  0.23
37 H -1.33697 0.79833 -2.40846  0.24
38 H 3.14437 1.95243 0.83398  0.25
39 H 2.17734 3.08472 1.87833  0.26
40 H -4.53454 8.02321 -0.28681  0.23
41 H 0.67513 3.42146 0.49853  0.03
42 H -2.01219 -4.34177 0.78241  0.24
43 H -1.31278 -1.86046 -1.86579  0.24
44 H 2.85903 3.92422 -0.78160  0.21
45 H -3.05659 8.52115 1.67208  0.22
46 H -2.00993 -2.64125 0.23528  0.25
47 H -0.90110 7.27110 1.95510  0.22
48 H -3.80584 6.34697 -2.00769  0.22
49 H 0.73013 5.21700 1.72942  -0.17
50 H 1.88175 7.99842 -3.47010  0.23
51 H 4.18984 4.43472 -2.79983  0.22
52 H -0.75513 3.11041 1.72622  0.28
53 H 2.36372 -1.15952 5.37585  0.26
54 H 1.21393 -2.60101 -1.37036  0.25
55 H -0.82307 -3.83700 -0.44162  0.24
56 H -0.71138 2.52722 -0.02592  0.22
57 H 1.53014 -3.47920 4.49983  0.25
58 H 3.67802 6.43486 -4.19690  0.23
59 H -1.67053 5.14628 -1.72892  0.20
60 H 1.21639 1.67581 -2.34245  0.25

Cartesian forces (eV/Å) of the 6 atoms listed first:
-1.58 1.89 -0.11
0.60 1.09 0.45
-0.70 -1.06 -0.92
0.33 2.09 1.38
0.20 -1.41 0.69
1.83 0.62 2.36

The value obtained for the HOMO energy (spin up / spin down) is -7.88 / -7.45 eV. As for the charge: +1. The energy above the lowest of the compared OMol25 structures with the same formula, charge and spin is 0.705 eV. The value obtained for the electronic energy is -60793.6655 eV.